The following is a DFT calculation (ωB97M-V with the def2-TZVPD basis set) of one molecule with the formula C4H9NO2.

Summary:
- Frontier orbital gap: 9.152 eV
- LUMO: 0.16 eV
- Energy relative to the best compared isomer or geometry (same formula, charge and spin): 118.1 kcal/mol

CARTESIAN COORDINATES (ANGSTROEM)
C: -1.27134 -0.98722 -0.39082
C: 0.31698 0.04147 0.81850
C: 1.50405 -0.37992 -0.02067
O: 2.58367 0.40173 0.44040
N: -0.05240 1.30506 0.67793
C: -1.03080 0.75904 -0.65462
O: -0.57789 1.03777 -1.74253
H: -1.83592 -1.27066 0.50770
H: -0.49280 -1.75274 -0.55390
H: -1.90815 -1.02565 -1.26876
H: 0.05299 -0.56143 1.69408
H: 1.77006 -1.42876 0.13778
H: 1.28718 -0.22474 -1.08873
H: 2.31676 1.31843 0.26818
H: -0.68739 1.63819 1.40266
H: -1.97500 1.12944 -0.22720

Forces on atoms 1 to 6 (eV/Å):
C -0.153 0.416 -0.260
C 0.405 0.648 0.522
C -0.225 -0.253 -0.081
O 0.131 0.310 -0.213
N 0.240 -0.327 0.853
C -0.598 -1.596 -0.745